[1]
The following is a DFT calculation (ωB97M-V/def2-TZVPD) of a 7-piece molecular cluster, C31H81FN7O5 overall at a distorted geometry.

```
125
Properties=species:S:1:pos:R:3:mulliken_charge:R:1
F -0.06 1.37 -0.63 -0.9606
C -7.44 4.43 4.96 -1.0887
C -6.72 5.50 4.12 -0.4768
N -6.06 4.99 2.97 0.2825
C -4.65 4.81 2.89 -0.3050
C -4.39 4.26 1.62 -0.7380
N -5.57 4.31 0.85 0.1331
C -6.55 4.69 1.70 -0.1692
C -5.76 3.59 -0.43 -0.6964
H -7.60 4.85 5.95 0.3854
H -6.80 3.60 5.25 0.3152
H -8.45 4.23 4.59 0.3407
H -5.95 5.69 4.87 0.2060
H -7.19 6.44 3.84 0.4282
H -3.96 4.99 3.70 0.4357
H -3.50 3.83 1.18 0.6285
H -7.60 4.78 1.46 0.4143
H -6.81 3.59 -0.73 0.3156
H -5.51 2.57 -0.14 0.2935
H -5.04 3.97 -1.15 0.2989
C -5.50 -3.40 2.14 -0.7078
N -5.71 -2.26 3.20 -0.2971
C -7.19 -2.21 3.64 -0.8851
C -4.94 -2.52 4.49 -0.8553
C -5.41 -0.90 2.62 -0.6705
C -3.95 -0.86 2.10 -0.5363
O -3.90 -0.90 0.69 -0.5875
H -4.41 -3.47 2.17 0.3465
H -5.94 -2.93 1.26 0.3284
H -6.04 -4.24 2.57 0.3926
H -7.55 -1.40 4.28 0.3555
H -7.40 -3.16 4.14 0.4050
H -7.71 -2.12 2.69 0.4439
H -3.86 -2.53 4.35 0.3572
H -5.17 -3.47 4.97 0.4189
H -5.07 -1.79 5.30 0.4020
H -5.64 -0.15 3.37 0.5070
H -6.18 -0.75 1.85 0.5179
H -3.20 -1.62 2.33 0.3572
H -3.55 0.11 2.37 0.3667
H -3.10 -0.53 0.31 0.3297
C 1.89 1.79 6.21 -1.0111
N 2.01 0.92 4.93 -0.0412
C 2.93 -0.27 5.31 -0.8755
C 0.59 0.40 4.72 -1.0168
C 2.69 1.56 3.65 -0.4179
C 2.19 3.02 3.43 -0.7615
O 0.91 2.96 2.99 -0.3974
H 1.05 2.48 6.14 0.3809
H 2.91 2.14 6.35 0.4465
H 1.81 1.14 7.09 0.4260
H 3.85 0.06 5.80 0.4172
H 3.18 -0.86 4.43 0.3524
H 2.37 -0.89 6.02 0.4010
H 0.62 -0.46 4.06 0.3958
H -0.05 1.25 4.46 0.3552
H 0.31 0.09 5.72 0.4480
H 2.42 0.87 2.86 0.4554
H 3.76 1.65 3.85 0.3761
H 2.81 3.47 2.66 0.3670
H 2.28 3.63 4.34 0.3853
H 0.98 2.71 2.07 0.3013
C 1.47 -6.79 0.32 -0.9895
N 2.58 -5.87 -0.18 -0.1047
C 3.42 -5.32 0.99 -0.8156
C 3.57 -6.67 -1.08 -0.8505
C 1.85 -4.79 -1.07 -0.5050
C 0.98 -3.87 -0.30 -0.5169
O 1.77 -2.77 0.14 -0.4937
H 0.62 -6.39 0.88 0.3458
H 1.93 -7.62 0.86 0.4453
H 0.89 -7.22 -0.50 0.4217
H 3.46 -6.09 1.76 0.3345
H 2.75 -4.69 1.58 0.3623
H 4.27 -4.86 0.49 0.3793
H 4.21 -5.94 -1.56 0.4130
H 3.00 -7.24 -1.82 0.3714
H 4.24 -7.36 -0.56 0.3721
H 1.28 -5.27 -1.86 0.4795
H 2.69 -4.27 -1.54 0.3862
H 0.53 -4.36 0.56 0.1761
H 0.15 -3.53 -0.93 0.4887
H 1.25 -2.00 -0.07 0.2872
C 1.04 -0.60 -8.10 -0.9997
N -0.20 -0.46 -7.25 -0.0258
C -1.40 -0.47 -8.28 -0.9286
C -0.24 -1.77 -6.35 -0.7976
C -0.07 0.87 -6.44 -0.3731
C -1.37 1.32 -5.68 -0.7234
O -1.78 0.54 -4.63 -0.4592
H 1.04 -1.40 -8.84 0.3875
H 1.94 -0.68 -7.49 0.3854
H 1.10 0.32 -8.70 0.4606
H -2.30 -0.52 -7.66 0.4074
H -1.28 -1.26 -9.02 0.3589
H -1.22 0.43 -8.87 0.4178
H -1.24 -1.91 -5.93 0.3312
H 0.44 -1.60 -5.51 0.3856
H 0.07 -2.71 -6.81 0.3530
H 0.33 1.79 -6.85 0.4257
H 0.64 0.61 -5.64 0.3148
H -2.18 1.37 -6.41 0.3619
H -1.26 2.34 -5.30 0.3888
H -1.18 0.65 -3.89 0.3243
C 5.16 1.24 -2.19 -1.0367
N 6.52 1.99 -2.47 0.0587
C 6.22 3.49 -2.64 -0.9855
C 7.41 1.92 -1.21 -0.8963
C 7.23 1.41 -3.67 -0.5646
C 8.53 2.14 -4.12 -0.6389
O 9.61 1.91 -3.28 -0.4833
H 4.64 1.59 -1.30 0.4128
H 5.17 0.18 -1.90 0.3800
H 4.54 1.24 -3.09 0.3817
H 5.71 3.68 -3.59 0.3338
H 7.22 3.92 -2.57 0.4760
H 5.69 3.83 -1.76 0.3898
H 6.96 2.32 -0.30 0.3573
H 8.44 2.26 -1.19 0.3485
H 7.42 0.84 -1.00 0.4353
H 6.46 1.34 -4.44 0.4346
H 7.36 0.36 -3.40 0.4599
H 8.42 3.21 -4.29 0.3589
H 8.61 1.86 -5.18 0.4415
H 10.37 2.27 -3.73 0.3352
```

Output
LUMO level ... -0.3310 Ha
Net charge ... +5
Frontier orbital gap ... 7.22 eV

=====

[2]
The following is a DFT calculation (ωB97M-V/def2-TZVPD) of C31H84As3F21N6O9S as an isolated structure at a distorted geometry.

```
155
Properties=species:S:1:pos:R:3:mulliken_charge:R:1
C -0.74 5.05 9.08 -0.8843
N -0.86 3.90 8.07 -0.0431
C -1.98 4.14 7.08 -0.8776
C 0.34 3.81 7.31 -0.7224
C -1.24 2.62 8.82 0.2966
C -0.20 2.13 9.79 -0.8086
O 1.02 1.74 9.12 -0.5636
H -0.40 5.97 8.50 0.3491
H 0.02 4.65 9.72 0.4297
H -1.66 5.15 9.61 0.3393
H -2.09 3.17 6.67 0.4150
H -1.70 4.89 6.36 0.3503
H -2.91 4.47 7.55 0.3153
H 0.52 4.74 6.72 0.3510
H 0.20 2.94 6.66 0.2307
H 1.23 3.56 7.91 0.3828
H -1.48 1.84 8.06 -0.1002
H -2.15 3.03 9.29 0.2839
H -0.53 1.31 10.45 0.3671
H 0.05 2.89 10.48 0.4900
H 0.84 0.88 8.73 0.3441
C 1.06 -5.39 3.07 -0.9621
N 0.45 -4.33 3.81 0.5700
C 1.17 -2.98 3.48 1.0346
C -0.95 -4.05 3.32 -1.6058
C 0.47 -4.57 5.29 -0.3737
C -0.74 -5.33 5.88 -0.6849
O -0.82 -6.61 5.32 -0.4951
H 0.90 -5.17 2.04 0.4155
H 0.63 -6.31 3.39 0.3494
H 2.12 -5.45 3.31 0.3528
H 0.55 -2.22 3.90 -0.3615
H 1.17 -2.85 2.39 -0.8037
H 2.11 -2.97 3.96 0.5431
H -1.61 -4.89 3.51 0.4134
H -0.81 -3.92 2.27 0.4074
H -1.31 -3.16 3.74 0.7085
H 0.50 -3.61 5.82 0.3006
H 1.35 -5.21 5.48 0.3322
H -1.66 -4.72 5.67 0.2280
H -0.67 -5.38 6.99 0.5287
H -1.26 -7.23 5.92 0.3257
C -2.22 4.79 -5.21 -0.8136
N -2.42 3.31 -4.95 0.0627
C -3.70 3.10 -4.24 -0.9860
C -2.53 2.68 -6.28 -0.8368
C -1.22 2.64 -4.28 1.0896
C -0.89 3.18 -2.88 -1.1280
O -1.59 2.50 -1.87 -0.2367
H -1.99 5.30 -4.33 0.4197
H -3.15 5.22 -5.67 0.3734
H -1.37 4.89 -5.86 0.2807
H -4.51 3.53 -4.87 0.4005
H -3.70 3.48 -3.23 0.3766
H -3.94 2.02 -4.21 0.3399
H -1.67 2.91 -6.90 0.1965
H -3.42 3.03 -6.73 0.4902
H -2.66 1.61 -6.23 0.3780
H -0.31 2.91 -4.91 -0.6087
H -1.46 1.56 -4.34 0.1786
H -1.19 4.23 -2.81 0.3079
H 0.14 3.17 -2.78 0.5852
H -1.03 1.76 -1.65 0.1076
C 1.52 -6.40 -2.10 -0.8866
N 1.86 -5.44 -3.21 0.3840
C 2.83 -6.04 -4.24 -0.9797
C 0.63 -5.02 -3.89 -1.3587
C 2.52 -4.11 -2.65 -1.1031
C 1.71 -3.34 -1.67 0.0162
O 1.66 -3.89 -0.31 -0.3455
H 0.46 -6.42 -1.94 0.3059
H 2.10 -6.08 -1.26 0.3991
H 1.92 -7.36 -2.31 0.3432
H 2.41 -6.89 -4.79 0.3511
H 3.69 -6.34 -3.70 0.5007
H 3.09 -5.26 -4.94 0.3488
H -0.06 -4.44 -3.30 0.4375
H 0.19 -5.97 -4.24 0.5458
H 0.90 -4.34 -4.71 0.3162
H 2.67 -3.49 -3.50 0.4827
H 3.55 -4.39 -2.40 0.3917
H 0.68 -3.11 -1.96 0.1527
H 2.10 -2.32 -1.60 0.4723
H 1.53 -3.13 0.23 0.2168
C 4.85 1.18 -4.31 -0.7081
N 4.95 0.88 -5.75 0.3090
C 5.37 2.13 -6.53 -0.6601
C 5.99 -0.08 -6.07 -0.9492
C 3.58 0.40 -6.29 0.9251
C 3.40 0.20 -7.75 -1.1173
O 3.40 1.34 -8.62 -0.5651
H 4.43 0.33 -3.77 0.3429
H 4.17 1.99 -4.16 0.1488
H 5.81 1.51 -3.95 0.3707
H 4.62 2.93 -6.35 0.1414
H 5.40 1.92 -7.62 0.3932
H 6.37 2.43 -6.19 0.4323
H 5.68 -1.13 -5.92 0.2405
H 6.87 0.21 -5.52 0.4168
H 6.22 0.02 -7.12 0.4679
H 2.85 1.14 -5.87 -0.7477
H 3.34 -0.55 -5.78 0.1753
H 2.44 -0.27 -7.93 0.5243
H 4.17 -0.44 -8.09 0.4319
H 2.59 1.81 -8.48 0.3532
C -5.12 2.08 1.01 -0.8104
N -3.82 1.42 1.35 0.2528
C -3.61 0.28 0.41 -0.2635
C -2.69 2.37 1.05 -0.4277
C -3.72 1.09 2.87 -0.4246
C -4.51 -0.08 3.29 -0.2957
O -5.85 0.01 2.93 -0.5262
H -4.93 2.63 0.09 0.3016
H -5.42 2.72 1.82 0.3385
H -5.89 1.35 0.90 0.3719
H -4.52 -0.31 0.52 0.4289
H -2.70 -0.24 0.75 0.0319
H -3.40 0.75 -0.56 0.2652
H -1.70 1.84 0.98 0.0595
H -2.63 3.09 1.83 0.3868
H -2.90 2.91 0.11 0.1446
H -3.99 2.00 3.33 0.3568
H -2.67 0.96 2.99 0.2281
H -4.40 -0.11 4.40 0.3743
H -3.97 -0.97 2.86 0.0554
H -6.41 -0.51 3.47 0.3707
As -1.58 -0.63 6.37 2.0604
F -1.23 -0.36 8.07 -0.4992
F -3.19 -0.03 6.66 -0.4949
F -1.99 -0.88 4.65 -0.3836
F 0.14 -1.00 6.09 -0.4916
F -1.87 -2.31 6.78 -0.4656
F -1.16 1.05 5.98 -0.4759
As 0.03 -1.09 -5.19 2.0446
F -0.92 -0.58 -3.79 -0.5461
F 0.64 0.47 -5.35 -0.3398
F 1.02 -1.74 -6.40 -0.5067
F -0.54 -2.67 -4.87 -0.4549
F -1.19 -0.56 -6.31 -0.4793
F 1.35 -1.50 -4.03 -0.5101
As 1.84 4.30 -5.72 1.9701
F 3.37 4.57 -4.87 -0.5330
F 2.74 3.48 -6.93 -0.4414
F 0.36 3.90 -6.63 -0.5107
F 0.86 4.91 -4.36 -0.5080
F 1.92 5.79 -6.48 -0.4283
F 1.75 2.73 -4.91 -0.4805
C 0.84 0.55 2.50 0.4994
F 0.67 0.03 3.74 -0.1580
F 0.15 1.72 2.47 -0.1973
F 2.15 0.77 2.39 -0.2371
S 0.11 -0.52 1.19 0.8488
O -0.09 0.35 0.07 -0.6183
O 1.16 -1.51 1.03 -1.0614
O -1.10 -1.05 1.71 -0.8829
```

Output
LUMO level ... -0.1154 Ha
Net charge ... +2
Frontier orbital gap ... 10.46 eV

=====

[3]
The following is a DFT calculation (ωB97M-V/def2-TZVPD) of C31H84N2O11 as an isolated structure at a distorted geometry.

```
128
Properties=species:S:1:pos:R:3:mulliken_charge:R:1
C -4.81 2.39 -11.28 0.2354
O -4.21 1.33 -11.48 -0.7217
N -4.28 3.61 -11.50 -0.1533
N -6.11 2.41 -10.82 -0.0721
H -4.80 4.41 -11.18 0.0711
H -3.28 3.68 -11.55 0.2501
H -6.48 1.49 -10.69 0.2168
H -6.55 3.30 -10.67 -0.2768
C -11.73 -2.21 -17.87 -1.6025
C -11.19 -1.35 -16.76 1.0764
C -11.67 0.07 -16.71 -0.6414
O -11.46 -1.95 -15.46 -0.6919
H -11.58 -3.28 -17.73 0.4087
H -11.14 -1.97 -18.75 0.3670
H -12.80 -2.04 -18.05 0.3524
H -10.09 -1.35 -16.76 -0.1572
H -11.70 0.42 -17.75 0.3171
H -10.99 0.64 -16.07 -0.2098
H -12.67 0.38 -16.41 0.3350
H -10.85 -1.51 -14.84 0.2621
C -7.65 -2.27 -13.81 -1.7347
C -8.44 -1.05 -13.34 0.2485
C -7.59 0.05 -12.76 0.7532
O -9.17 -0.60 -14.50 0.5531
H -7.17 -2.80 -12.98 0.4322
H -6.82 -1.83 -14.38 0.3195
H -8.18 -2.97 -14.45 0.3082
H -9.23 -1.42 -12.68 0.4515
H -7.21 -0.30 -11.80 0.6789
H -7.97 1.03 -12.47 -1.1643
H -6.72 0.25 -13.39 0.2297
H -8.59 -0.02 -15.03 -0.3377
C -12.73 5.53 -17.37 -1.4785
C -11.93 4.24 -17.25 0.5357
C -11.43 4.14 -15.80 -0.8810
O -12.75 3.09 -17.44 -0.5281
H -12.99 5.79 -18.41 0.3822
H -12.21 6.45 -17.11 0.3550
H -13.69 5.54 -16.86 0.3538
H -11.10 4.13 -17.95 0.3424
H -12.33 4.23 -15.17 0.7004
H -10.87 5.01 -15.44 0.1340
H -10.87 3.25 -15.55 -0.2207
H -13.16 2.90 -16.59 0.3191
C -7.94 2.89 -15.75 0.2256
C -7.20 1.97 -16.70 0.0852
C -5.78 1.69 -16.27 -1.3297
O -7.92 0.72 -16.64 -0.4122
H -8.12 2.45 -14.77 -0.3978
H -8.84 3.31 -16.21 -0.1408
H -7.38 3.82 -15.61 0.4891
H -7.20 2.28 -17.75 0.4038
H -5.32 0.87 -16.83 0.4099
H -5.69 1.57 -15.19 0.1113
H -5.11 2.53 -16.51 0.3845
H -7.84 0.18 -17.43 0.2153
C -10.55 1.98 -13.06 -0.8604
C -10.14 2.96 -11.95 0.7006
C -8.68 2.92 -11.60 -1.0545
O -10.35 4.29 -12.43 -0.1956
H -11.59 2.19 -13.31 0.8695
H -10.57 0.94 -12.72 0.4315
H -9.89 1.98 -13.93 -1.1654
H -10.72 2.61 -11.09 -0.6907
H -8.48 2.04 -10.97 1.4093
H -8.32 3.75 -10.99 -0.2769
H -8.05 2.80 -12.48 0.1417
H -11.20 4.57 -12.06 0.2097
C -9.39 5.14 -8.67 -1.7298
C -9.48 4.30 -7.39 0.1690
C -8.86 5.04 -6.22 -1.5971
O -10.89 4.22 -7.04 -0.7118
H -10.15 4.79 -9.37 0.7600
H -8.40 5.08 -9.14 0.0099
H -9.62 6.19 -8.49 0.4592
H -9.04 3.36 -7.73 0.8820
H -7.78 5.21 -6.32 0.0172
H -9.00 4.44 -5.32 0.4026
H -9.27 6.04 -6.06 0.3295
H -11.30 4.85 -7.64 0.4289
C -7.54 6.85 -8.19 -1.1135
C -6.91 5.48 -8.49 -0.0622
C -7.24 4.48 -7.42 -0.3790
O -7.36 5.10 -9.80 0.9430
H -7.31 7.58 -8.97 0.3496
H -7.31 7.28 -7.22 0.4461
H -8.63 6.79 -8.19 0.0851
H -5.82 5.52 -8.62 0.6739
H -6.83 3.51 -7.71 0.3100
H -8.29 4.29 -7.18 -0.2063
H -6.76 4.75 -6.47 0.4702
H -7.08 5.79 -10.43 -0.8405
C -12.75 1.23 -10.02 -0.6485
C -14.25 0.89 -10.06 0.5307
C -14.69 0.20 -8.78 -1.5499
O -14.99 2.06 -10.32 -0.5643
H -12.16 0.65 -9.31 0.3579
H -12.57 2.29 -9.80 0.2366
H -12.28 1.11 -11.00 -0.0596
H -14.48 0.14 -10.81 0.2410
H -15.74 -0.08 -8.81 0.3956
H -14.63 0.83 -7.88 0.3675
H -14.11 -0.70 -8.59 0.3934
H -15.25 2.56 -9.54 0.3273
C -4.76 6.33 -14.02 -1.6864
C -6.00 6.39 -13.10 -0.2179
C -6.96 5.25 -13.30 1.2850
O -5.63 6.58 -11.72 -0.5582
H -4.12 7.14 -13.65 0.3975
H -5.06 6.32 -15.06 0.3779
H -4.22 5.39 -13.91 0.3609
H -6.53 7.33 -13.34 -0.1196
H -6.46 4.29 -13.16 1.1793
H -7.38 5.16 -14.31 0.0833
H -7.91 5.28 -12.75 -1.8369
H -5.20 7.44 -11.73 0.3716
C -7.73 8.36 -12.93 -1.7496
C -8.39 7.10 -12.38 4.7047
C -9.35 7.40 -11.22 -1.5453
O -8.96 6.50 -13.52 -0.6203
H -7.32 9.09 -12.22 0.3132
H -8.46 8.93 -13.52 0.4774
H -6.94 8.04 -13.60 0.8196
H -7.51 6.53 -12.04 -2.7407
H -10.29 7.79 -11.63 0.5393
H -8.94 8.18 -10.59 0.3701
H -9.79 6.53 -10.74 -0.1377
H -9.27 5.62 -13.26 0.1286
```

Output
Relative energy (zero: lowest compared OMol25 entry of this formula, charge and spin) ... 439.0 kcal per mole
LUMO level ... 0.0051 Ha
Frontier orbital gap ... 8.47 eV

=====

Number 1: HOMO energy -16.23 eV. Number 2: HOMO energy -13.60 eV. Number 3: HOMO energy -8.34 eV.